[1]
{"formula": "C6H14O", "method": "ωB97M-V/def2-TZVPD", "homo_ev": -9.87, "multiplicity": 1, "e_above_lowest_kj_mol": 253.2, "orbital_gap_ha": 0.4047, "fmax_ev_per_a": 4.023, "symbols": ["O", "C", "C", "C", "C", "C", "C", "H", "H", "H", "H", "H", "H", "H", "H", "H", "H", "H", "H", "H", "H"], "xyz": [[-2.1777, 1.2566, 0.8346], [-3.3899, 0.7646, 1.3264], [2.1347, -0.4243, -0.6961], [-1.5981, 0.2082, 0.1600], [0.6608, -0.6727, -0.3996], [-0.1500, 0.5927, -0.1877], [2.8986, -1.7353, -0.8654], [-3.7724, 1.5680, 1.9924], [0.5524, -1.2817, 0.5085], [2.8211, -2.3444, 0.0461], [2.5736, 0.1662, 0.1230], [3.9590, -1.5534, -1.0730], [2.2266, 0.1897, -1.6053], [0.2048, -1.2492, -1.2204], [-0.0711, 1.2474, -1.0841], [0.2525, 1.1864, 0.6464], [-3.0241, -0.3523, 1.5294], [2.4769, -2.3234, -1.6921], [-2.1771, -0.0720, -0.7565], [-4.1026, 0.6442, 0.4672], [-2.0329, -0.7715, 0.9479]], "forces_ev_per_a": [[-0.25, 0.16, 0.04], [-0.29, 0.10, -1.15], [-0.02, 0.00, 0.00], [-0.56, -1.12, -0.04], [0.07, -0.06, 0.00], [-0.15, -0.49, 0.32], [0.04, -0.01, 0.00], [0.03, -1.31, 0.25], [0.16, -0.04, -0.18], [0.07, 0.13, -0.21], [-0.08, -0.13, -0.17], [-0.17, -0.11, 0.03], [-0.01, -0.13, 0.17], [0.16, 0.04, 0.14], [-0.47, -0.42, 0.44], [-0.08, -0.25, -0.11], [-2.18, 1.87, 1.53], [0.14, 0.12, 0.15], [0.34, 0.27, 0.35], [0.21, 0.05, 0.68], [3.04, 1.34, -2.27]]}

=====

[2]
{"formula": "C2H3BrClF", "method": "ωB97M-V/def2-TZVPD", "homo_ev": -9.73, "multiplicity": 1, "e_above_lowest_kj_mol": 105.6, "orbital_gap_ha": 0.3774, "fmax_ev_per_a": 2.408, "symbols": ["Br", "Cl", "F", "C", "C", "H", "H", "H"], "xyz": [[2.1120, 1.1852, -0.6158], [0.4010, -2.1388, 1.7690], [0.2624, -0.1809, -2.2292], [-0.5597, 0.9737, -0.2914], [0.3906, 0.5905, -1.1090], [-0.3395, 1.6872, 0.5328], [-0.6601, -2.8659, 2.2562], [-1.6066, 0.7491, -0.3127]], "forces_ev_per_a": [[0.48, -0.37, -0.76], [-1.86, -1.25, 0.85], [0.31, 0.94, 1.56], [-0.76, 0.98, 1.02], [0.03, -0.20, -0.36], [0.22, -0.86, -0.78], [1.86, 1.27, -0.85], [-0.30, -0.50, -0.66]]}

=====

[3]
{"formula": "C24H25FN6O4PdS", "method": "ωB97M-V/def2-TZVPD", "homo_ev": -4.93, "multiplicity": 1, "orbital_gap_ha": 0.1118, "fmax_ev_per_a": 1.949, "symbols": ["Pd", "S", "F", "O", "O", "O", "O", "N", "N", "N", "N", "N", "N", "C", "C", "C", "C", "C", "C", "C", "C", "C", "C", "C", "C", "C", "C", "C", "C", "C", "C", "C", "C", "C", "C", "C", "C", "H", "H", "H", "H", "H", "H", "H", "H", "H", "H", "H", "H", "H", "H", "H", "H", "H", "H", "H", "H", "H", "H", "H", "H", "H"], "xyz": [[-3.3928, 0.3928, 1.0174], [-2.6467, -0.6439, 3.0352], [2.5994, 0.3663, 3.2376], [-2.8073, 0.6189, -3.1861], [-4.8049, 1.9906, 0.2968], [-1.5680, 1.3453, 0.7083], [-3.3722, -0.0979, -1.1655], [1.1986, 0.2991, -2.1059], [-5.0872, -0.6031, 1.3836], [-4.1364, -2.5216, 4.1676], [6.8115, -1.2964, 1.3305], [-5.1078, -1.5395, 2.3530], [4.6490, -0.2066, 1.2452], [-7.8770, 0.9819, -2.2418], [-7.2601, 2.2375, -2.3047], [-5.7159, 1.6255, -0.5102], [5.0700, -0.2571, 2.6360], [-6.2071, 2.5415, -1.4892], [0.5888, 0.5444, 0.2011], [2.4500, -1.1443, -3.6810], [2.8667, -0.0394, -0.3865], [-0.1406, 0.3359, -2.4265], [6.5574, -0.6726, 2.6502], [-6.3781, 0.3406, -0.4471], [3.2618, 0.0284, 0.9659], [5.5907, 0.6085, 0.4899], [-4.0992, -1.5977, 3.1594], [-7.4335, 0.0610, -1.3329], [-6.0574, -0.6495, 0.5129], [2.2812, 0.3075, 1.9066], [-2.5672, 0.3926, -2.0079], [1.5681, 0.2617, -0.7826], [-0.7761, 0.8561, -0.1558], [-1.1198, 0.5734, -1.5273], [0.9684, 0.5209, 1.5529], [2.1513, 0.2722, -3.1910], [6.8508, -0.2572, 0.2724], [1.7277, 0.8547, -4.0146], [-6.7074, -1.5252, 0.5729], [4.4621, -0.9998, 3.1545], [-3.5195, -2.3509, 4.9447], [5.8536, 1.5297, 1.0300], [3.0684, 0.7753, -2.8687], [-8.6935, 0.7451, -2.9059], [3.6021, -0.3332, -1.1187], [7.7679, 0.3294, 0.3485], [7.2203, 0.1866, 2.7749], [7.6359, -1.8991, 1.3199], [5.1512, 0.8964, -0.4644], [-7.9097, -0.9087, -1.2688], [2.8633, -1.7565, -2.8831], [6.8286, -0.7561, -0.6975], [4.9471, 0.7015, 3.1579], [-0.3933, 0.1661, -3.4627], [5.9361, -1.8185, 1.1313], [-5.0564, -2.8673, 4.3866], [6.7570, -1.3878, 3.4485], [0.2154, 0.6873, 2.3068], [-7.6278, 2.9723, -3.0080], [1.5310, -1.6100, -4.0251], [-5.7257, 3.5077, -1.5365], [3.1575, -1.1126, -4.5055]], "forces_ev_per_a": [[-1.01, -0.08, 1.67], [-0.06, 0.38, -0.57], [-0.10, -0.01, -0.41], [0.57, 0.33, -0.81], [0.47, -0.11, -0.23], [1.41, -0.81, -0.88], [0.73, 0.13, -0.58], [-0.58, -0.11, 0.17], [0.86, 0.56, -1.43], [0.00, -0.41, 0.31], [0.13, -0.48, -0.08], [-0.19, -1.15, 1.40], [-0.46, 0.24, 0.04], [-0.30, -0.19, -0.20], [0.18, -0.04, 0.08], [-0.39, -0.14, 0.20], [-0.10, -0.07, 0.38], [-0.15, 0.08, 0.12], [1.03, -0.01, 0.67], [-0.03, 0.29, 0.12], [0.46, 0.16, 1.01], [0.42, 0.21, 0.58], [-0.21, 0.31, 0.66], [0.28, 0.41, -0.51], [-0.06, -0.11, -1.37], [0.13, 0.12, -0.13], [-0.14, 0.46, -0.90], [0.08, 0.09, 0.11], [0.39, 0.13, 0.64], [-0.43, 0.05, 0.58], [-1.18, -0.58, 0.42], [-0.49, 0.25, -0.02], [-1.53, 0.53, 0.25], [-0.49, -0.24, 0.34], [0.19, -0.02, -0.57], [0.40, -0.30, -0.43], [-0.13, 0.54, -0.55], [0.10, 0.00, 0.17], [0.02, 0.22, 0.25], [0.11, 0.09, 0.00], [-0.13, 0.00, -0.07], [-0.09, -0.05, -0.02], [-0.14, 0.03, -0.07], [-0.11, -0.04, -0.07], [0.04, -0.02, -0.08], [-0.04, -0.19, 0.12], [0.02, -0.19, -0.15], [-0.20, 0.03, -0.03], [0.19, -0.01, 0.15], [-0.06, -0.11, -0.01], [0.04, -0.11, 0.07], [0.03, -0.07, 0.12], [0.09, -0.16, -0.07], [-0.09, 0.15, -0.12], [0.43, -0.10, -0.05], [0.01, 0.01, 0.07], [0.05, 0.02, -0.16], [-0.10, 0.11, 0.12], [0.03, 0.07, -0.10], [-0.06, -0.11, -0.06], [0.07, 0.06, 0.02], [0.06, -0.04, -0.10]]}

=====

[4]
{"formula": "C6H17N2", "method": "ωB97M-V/def2-TZVPD", "homo_ev": -11.30, "multiplicity": 1, "e_above_lowest_kj_mol": 217.0, "charge": 1, "orbital_gap_ha": 0.2767, "fmax_ev_per_a": 3.494, "symbols": ["N", "N", "C", "C", "C", "C", "C", "C", "H", "H", "H", "H", "H", "H", "H", "H", "H", "H", "H", "H", "H", "H", "H", "H", "H"], "xyz": [[0.5070, 0.2426, 2.1608], [-0.2101, -1.5651, -1.5603], [1.5433, -0.3636, 1.2818], [0.0564, -0.0665, -1.5239], [-0.7080, 0.6301, -2.6680], [-0.7443, -0.3592, 4.1411], [0.4124, -0.3554, 3.4710], [-0.6697, 2.1495, -2.4319], [1.6195, 0.2675, 0.3425], [-1.7459, 0.2432, -2.5826], [1.2428, -1.3746, 0.9456], [1.1603, 0.0640, -1.6127], [-1.1925, -1.5869, -1.8119], [-1.6276, -0.0120, 3.5734], [0.3832, 2.4112, -2.5784], [-0.9202, 2.3673, -1.3941], [-0.8734, -0.9143, 5.0752], [-0.4316, 0.1317, 1.7099], [0.3904, -2.0183, -2.2252], [-0.3337, 0.2575, -3.6394], [2.4709, -0.4148, 1.7378], [-0.2840, 0.2926, -0.5111], [1.3453, -0.7203, 3.8837], [-1.3186, 2.6877, -3.1484], [-0.0720, -1.9937, -0.6352]], "forces_ev_per_a": [[-0.20, -1.16, -0.26], [-0.19, 1.15, 1.03], [-2.81, 1.07, -1.78], [0.65, 0.75, 0.24], [-0.66, -0.98, 0.88], [0.04, -0.79, -0.83], [-0.65, 0.63, -0.40], [0.54, -0.68, -0.81], [0.28, -0.63, 1.44], [0.20, 0.36, -0.19], [0.28, -0.08, 0.20], [-0.91, -0.02, 0.15], [-0.24, -0.86, -0.25], [0.32, -0.10, 0.76], [-0.25, 0.56, -0.06], [-0.25, 0.14, -0.14], [0.09, 0.62, -0.29], [1.18, 0.42, 0.62], [0.07, -0.47, -0.60], [-0.02, 0.59, 0.30], [1.73, -0.04, 1.01], [0.33, -0.34, -1.22], [0.01, 0.03, -0.03], [0.45, -0.23, 0.54], [-0.01, 0.06, -0.31]]}

=====

[5]
{"formula": "C2H5NO2", "method": "ωB97M-V/def2-TZVPD", "homo_ev": -9.93, "multiplicity": 1, "e_above_lowest_kj_mol": 382.8, "orbital_gap_ha": 0.3965, "fmax_ev_per_a": 5.876, "symbols": ["O", "O", "N", "C", "C", "H", "H", "H", "H", "H"], "xyz": [[-0.0964, 0.1548, -2.0255], [0.5946, 1.0806, 2.1318], [0.6929, 0.6865, 0.7483], [-0.5556, -0.6893, -0.9334], [-0.0769, -0.3334, 0.4506], [0.0481, 0.9696, -1.4398], [-0.5116, -0.9791, 1.1695], [-1.5914, -0.7506, -1.0165], [-0.1173, -1.6685, -1.1325], [1.6136, 1.5293, 2.0475]], "forces_ev_per_a": [[0.05, 1.52, 3.15], [5.49, 0.94, -1.88], [-3.06, -1.83, -1.00], [3.41, -0.17, -1.34], [1.03, 2.56, -0.04], [0.13, -0.84, -1.98], [-0.48, -0.20, 1.25], [-1.96, -0.19, 0.52], [-0.30, -0.35, -0.09], [-4.30, -1.43, 1.42]]}

=====

[6]
{"formula": "C5H12N2O", "method": "ωB97M-V/def2-TZVPD", "homo_ev": [-7.74, -7.74], "multiplicity": 1, "e_above_lowest_kj_mol": 379.3, "orbital_gap_ha": [0.3096, 0.3096], "fmax_ev_per_a": 2.388, "symbols": ["O", "N", "N", "C", "C", "C", "C", "C", "H", "H", "H", "H", "H", "H", "H", "H", "H", "H", "H", "H"], "xyz": [[1.9856, 0.3732, 0.1458], [2.5187, -0.7769, 0.5313], [0.4547, -1.7222, 1.0070], [-1.7783, 0.5853, 0.0722], [-0.9857, 1.7168, 0.6509], [1.7802, -1.6001, 1.2259], [-1.5482, 0.0334, -1.1152], [-0.4497, 0.4439, -2.0442], [0.0739, 1.6141, 0.4142], [-1.1037, 1.7630, 1.7335], [0.4986, 0.5386, -1.5132], [-0.6775, 1.4134, -2.4915], [-0.3236, -0.2829, -2.8445], [0.0159, -0.9524, 0.5069], [3.5270, -0.7635, 0.7235], [-0.1085, -2.1900, 1.6938], [-2.6200, 0.2367, 0.6604], [2.2628, -2.3317, 1.8620], [-1.3268, 2.6677, 0.2358], [-2.1955, -0.7664, -1.4548]], "forces_ev_per_a": [[0.21, -0.32, -1.15], [-0.46, 1.05, 2.09], [0.24, 0.81, 0.26], [-0.13, 0.07, 0.05], [0.08, 0.03, -0.06], [0.49, -1.27, -0.85], [-0.04, -0.14, 0.01], [0.08, 0.04, -0.02], [0.00, 0.03, 0.08], [0.04, 0.04, -0.01], [0.05, 0.03, -0.02], [0.02, 0.03, -0.11], [0.00, 0.03, -0.06], [-0.06, -0.05, 0.08], [-0.39, -0.16, -0.16], [0.04, -0.05, 0.01], [-0.08, -0.10, -0.04], [0.08, -0.11, -0.21], [-0.04, 0.08, 0.04], [-0.13, -0.04, 0.05]]}